# 1
Computed, not measured: a molecular structure, C17H12Br2IrN7S2Se, with ωB97M-V/def2-TZVPD.

XYZ file:
```
42
C17H12Br2IrN7S2Se, DFT ωB97M-V/def2-TZVPD
Ir 0.2316 -0.5491 0.3934
N -2.7583 -0.7009 2.8063
C -2.9482 -1.0564 1.5439
N -2.0122 -1.2027 0.6349
C -2.5306 -1.6443 -0.5585
C -3.9162 -1.7717 -0.5639
S -4.5925 -1.3862 0.9326
C -1.6475 -2.0178 -1.6163
C -2.0158 -2.5680 -2.8397
S -0.6770 -3.0339 -3.7543
C 0.3738 -2.4649 -2.4291
N -0.2889 -1.9373 -1.4259
N 1.6906 -2.5925 -2.5109
H -1.8253 -0.6471 3.1898
H -3.5322 -0.6622 3.4552
H -4.5370 -2.0677 -1.3882
H -3.0116 -2.6990 -3.2171
H 2.1170 -3.0585 -3.3004
H 2.2756 -2.4007 -1.7100
Br 6.2117 2.5573 -1.0487
C 4.4618 1.8548 -0.8164
C 3.8879 1.0347 -1.7878
C 2.6370 0.5080 -1.5327
N 1.9552 0.7427 -0.4134
C 2.4535 1.6164 0.4828
C 3.7174 2.1729 0.3173
C 1.5423 2.0029 1.5753
C 1.8749 2.9478 2.5409
C 0.9082 3.3607 3.4556
Br 1.3426 4.6142 4.8162
C -0.3869 2.8560 3.3369
C -0.6215 1.8992 2.3679
N 0.3172 1.4427 1.5413
H 4.4038 0.8159 -2.7087
H 2.1527 -0.1118 -2.2733
H 4.1358 2.8418 1.0497
H 2.8665 3.3637 2.6004
H -1.1797 3.1979 3.9830
H -1.6172 1.5025 2.2353
Se 1.4295 -2.1412 1.9629
C 2.6208 -0.8613 2.3859
N 3.3682 -0.0260 2.6388
```

- net charge = +3
- Kohn-Sham gap (alpha / beta) (eV) = 6.1464 / 4.8775
- HOMO (alpha / beta) (Ha) = -0.6394 / -0.6394
- <S²> = 0.784
- multiplicity = 2

=====

# 2
Computed, not measured: 2 unconnected molecules or ions with the total composition CH7N2, with ωB97M-V/def2-TZVPD.

XYZ file:
```
10
CH7N2, DFT ωB97M-V/def2-TZVPD
N 1.2855 -0.3378 -1.2471
H 2.0498 -0.6245 -0.6445
H 1.7323 0.1724 -2.0029
H 0.0042 -0.1034 -0.0886
H 0.9517 -1.1783 -1.7149
C -1.5147 0.7110 1.0221
N -0.5130 -0.0628 0.8526
H -2.1661 0.5153 1.8615
H -1.6461 1.5427 0.3354
H -0.1838 -0.6346 1.6263
```

- ΔE to the lowest compared entry with this formula, charge and spin (kJ/mol) = 34.1
- net charge = +1
- Kohn-Sham gap (eV) = 10.4984
- HOMO (Ha) = -0.5804
- multiplicity = 1

=====

# 3
Computed, not measured: a molecular structure, C37H32ClEuN8O4S3, with ωB97M-V/def2-TZVPD.

XYZ file:
```
86
C37H32ClEuN8O4S3, DFT ωB97M-V/def2-TZVPD
Eu -0.2341 1.3856 0.5259
O -1.2530 3.2819 -0.3669
C -1.3888 4.0331 -1.3827
C -1.9444 5.3411 -1.2592
C -2.1168 6.1754 -2.3302
C -1.7446 5.7722 -3.6116
C -1.2041 4.5169 -3.7826
C -1.0172 3.6370 -2.7158
C -0.4545 2.3286 -2.9496
N 0.1292 1.5362 -2.0626
C 0.5430 0.4272 -2.7445
C 0.2115 0.5361 -4.0578
N -0.4152 1.7488 -4.1852
H -2.2345 5.6599 -0.2677
H -2.5464 7.1600 -2.1870
H -1.8811 6.4322 -4.4581
H -0.8927 4.2203 -4.7788
H 1.0478 -0.3686 -2.2288
H 0.3470 -0.1230 -4.8914
H -0.8573 2.1009 -5.0158
Cl -2.1156 -5.5655 2.6687
C -2.3240 -3.8429 2.5200
C -3.5773 -3.3074 2.7625
C -3.7323 -1.9338 2.7078
C -2.6514 -1.1059 2.4284
C -1.4057 -1.6685 2.1792
C -1.2364 -3.0424 2.2188
C -2.8509 0.4167 2.4663
O -3.7982 0.8514 3.1148
O -1.9998 1.1132 1.8394
H -4.4079 -3.9554 3.0076
H -4.6840 -1.4646 2.9100
H -0.5427 -1.0301 1.9841
H -0.2696 -3.4844 2.0299
N -0.4716 4.0175 2.6706
C 0.6303 3.2778 3.0218
O 0.7463 2.1258 2.5425
C 1.5854 3.8939 3.8746
C 1.3786 5.1498 4.4264
N 1.2183 6.1955 4.8986
C 2.7561 3.2390 4.2463
N 3.7478 2.7583 4.5928
H -1.2560 3.4977 2.2863
H -0.6760 4.8572 3.1905
S -5.8642 -4.8841 -1.9600
C -4.6483 -3.8868 -1.4507
S -4.6997 -2.1607 -1.7011
C -2.9736 -2.0549 -1.0826
N -2.5655 -3.2157 -0.7082
N -3.4614 -4.2254 -0.8864
C -2.9890 -5.5173 -0.6104
C -1.6055 -5.6960 -0.5482
C -1.0756 -6.9507 -0.3356
C -1.9086 -8.0492 -0.1896
C -3.2797 -7.8681 -0.2128
C -3.8254 -6.6127 -0.4059
S -2.1652 -0.6106 -1.1763
H -0.9761 -4.8265 -0.6534
H -0.0033 -7.0736 -0.2734
H -1.4911 -9.0350 -0.0368
H -3.9370 -8.7159 -0.0701
H -4.8947 -6.4936 -0.3903
C 4.1078 3.7781 -2.0841
C 3.3059 4.6585 -1.1208
C 2.2793 3.8634 -0.4977
N 1.4923 3.1778 -0.0316
H 4.8611 4.3727 -2.5973
H 3.4465 3.3264 -2.8204
H 4.6007 2.9779 -1.5377
H 2.8357 5.4886 -1.6567
H 3.9505 5.0613 -0.3338
C 4.8304 -0.3309 1.8408
C 4.1690 -0.9775 0.6172
C 4.9374 -0.5853 -0.6534
C 4.1649 -2.5029 0.7762
C 2.7824 -0.5019 0.5178
C 1.6283 -0.1338 0.4427
H 5.8702 -0.6510 1.9334
H 4.2946 -0.6069 2.7456
H 4.7992 0.7538 1.7625
H 5.9673 -0.9435 -0.6065
H 4.9511 0.4982 -0.7609
H 4.4581 -1.0083 -1.5350
H 5.1828 -2.8891 0.8526
H 3.6728 -2.9695 -0.0758
H 3.6181 -2.7746 1.6768
```

- ΔE to the lowest compared entry with this formula, charge and spin (kJ/mol) = 0.0
- net charge = -2
- Kohn-Sham gap (alpha / beta) (eV) = 3.8358 / 5.0067
- HOMO (alpha / beta) (Ha) = -0.0072 / -0.1120
- <S²> = 12.029
- multiplicity = 7